Computed, not measured: C33H23BCrF6O5S as an isolated structure at a distorted geometry, with wB97M-V/def2-TZVPD.

- highest occupied orbital energy (spin up / spin down) (eV) = -16.744 / -16.688
- E (eV) = -101039.6590
- LUMO level (spin up / spin down) (eV) = -9.05 / -12.26
- frontier orbital gap (spin up / spin down) (eV) = 7.70 / 4.43
- spin multiplicity = 4
- total charge = +3

```
70
C33H23BCrF6O5S | the Open Molecules 2025 dataset | wB97M-V/def2-TZVPD
C 5.002 5.270 0.287
C 3.953 4.383 -0.281
C 2.664 4.708 -0.732
C 1.949 3.566 -1.197
C 2.656 2.380 -1.010
B 0.461 0.344 2.139
C 2.289 1.052 -1.307
C 3.332 0.103 -1.318
C 3.524 -0.632 -2.444
C 4.801 -1.419 -2.567
F 5.267 -1.470 -3.845
F 5.823 -0.927 -1.797
F 4.612 -2.718 -2.163
C 2.555 -0.647 -3.465
C 1.366 0.069 -3.254
C 0.227 0.088 -4.240
F -0.996 0.002 -3.594
F 0.195 1.244 -4.977
F 0.305 -0.947 -5.117
C 1.184 0.852 -2.150
O 1.499 0.450 3.018
C 1.412 1.820 3.563
C 0.182 2.445 2.923
O -0.350 1.453 2.013
S 4.213 2.663 -0.259
H 4.836 6.321 0.019
H 5.015 5.179 1.385
H 5.991 4.956 -0.081
H 2.256 5.714 -0.687
H 0.965 3.582 -1.665
H 4.051 0.059 -0.502
H 2.699 -1.231 -4.362
H 0.260 1.411 -2.023
H 1.267 1.737 4.651
H 2.315 2.397 3.331
H -0.582 2.654 3.688
H 0.408 3.353 2.357
O -6.742 -3.701 0.144
C -6.146 -2.907 0.758
Cr -5.143 -1.854 1.983
C -3.779 -3.138 1.689
O -3.067 -4.044 1.503
C -5.818 -3.097 3.257
O -6.254 -3.970 3.894
C -6.414 -0.111 2.478
C -6.060 -0.080 1.127
C -4.716 -0.188 0.758
C -3.690 -0.295 1.724
C -2.336 -0.617 1.257
C -1.177 -0.739 0.873
C 0.289 -0.747 0.852
C 0.721 -1.600 -0.357
C 1.849 -2.446 -0.327
C 1.990 -3.510 -1.221
C 1.030 -3.750 -2.205
C -0.064 -2.895 -2.301
C -0.197 -1.839 -1.396
C -4.083 -0.401 3.088
C -5.431 -0.295 3.458
H -7.462 -0.031 2.766
H -6.821 0.001 0.348
H -4.424 -0.234 -0.296
H 0.653 -1.490 1.635
H 2.615 -2.274 0.426
H 2.851 -4.177 -1.160
H 1.171 -4.552 -2.939
H -0.823 -3.052 -3.074
H -1.098 -1.231 -1.436
H -3.318 -0.613 3.844
H -5.712 -0.381 4.512
```

These are the Löwdin partial charges, in e, on atoms 1 to 4:
1. C -0.0498
2. C -0.4588
3. C -0.0153
4. C -0.0076